12
Properties=species:S:1:pos:R:3 method="wB97M-V/def2-TZVPD" lumo_ev="-0.194 / -0.193" homo_energy_ev="-8.40 / -8.40" homo_lumo_gap_ev="8.21 / 8.21" charge=0 relative_energy_kcal_mol=94.84
N 1.266 -1.344 1.020
C 0.372 -0.490 0.409
C 0.472 -0.140 -0.954
N -0.126 0.717 -1.769
C -1.055 1.349 -1.095
N -1.441 0.970 0.131
C -0.626 0.273 0.952
H 2.137 -1.462 0.513
H 1.411 -1.123 1.996
H 0.036 -1.226 -1.673
H -1.602 2.168 -1.546
H -0.845 0.307 2.016